[1]
One molecule with the formula C28H36O6, computed with ωB97M-V with the def2-TZVPD basis set.

Calculated values
- F_max (Eh/bohr) = 0.015
- SMILES string = CC[C@@](C)(Oc1ccc(C2(c3ccc(O[C@@](C)(CC)C(=O)O)cc3)CCCCC2)cc1)C(=O)O
- energy relative to the best compared isomer or geometry (same formula, charge and spin) (kcal per mole) = 0.6
- E_LUMO (eV) = 0.50
- HOMO energy (eV) = -8.2559

ORCA input file:
```
! wB97M-V def2-TZVPD RIJCOSX def2/J DEFGRID3
* xyz 0 1
C 5.028 4.012 1.566
H 5.629 4.709 2.145
C 5.924 2.939 0.960
H 6.477 2.443 1.759
H 6.640 3.385 0.267
C 5.138 1.838 0.205
C 4.396 2.544 -0.928
O 3.281 2.982 -0.863
O 5.165 2.697 -2.017
H 4.685 3.204 -2.691
C 6.126 0.781 -0.303
H 5.614 -0.032 -0.809
H 6.664 0.369 0.547
H 6.835 1.233 -0.991
O 4.237 1.298 1.151
C 3.234 0.450 0.784
C 2.956 -0.010 -0.494
C 1.898 -0.880 -0.711
C 1.098 -1.336 0.325
C 1.369 -0.840 1.600
C 2.413 0.025 1.830
H 2.612 0.402 2.821
H 0.740 -1.119 2.432
C -0.104 -2.250 0.130
C -1.331 -1.367 0.331
C -2.387 -1.687 1.173
C -3.482 -0.853 1.292
C -3.554 0.338 0.577
C -2.494 0.681 -0.252
C -1.410 -0.167 -0.369
H -0.594 0.129 -1.010
H -2.489 1.611 -0.795
O -4.670 1.103 0.818
C -5.254 1.968 -0.159
C -4.554 3.330 -0.243
H -5.265 4.065 -0.612
H -4.217 3.630 0.747
H -3.701 3.307 -0.915
C -5.394 1.313 -1.544
C -6.137 -0.019 -1.490
H -5.610 -0.732 -0.859
H -6.210 -0.440 -2.489
H -7.144 0.117 -1.102
H -5.942 2.016 -2.172
H -4.405 1.159 -1.979
C -6.695 2.229 0.359
O -7.438 2.986 -0.197
O -7.035 1.547 1.444
H -6.270 1.010 1.729
H -4.297 -1.115 1.951
H -2.379 -2.595 1.754
C -0.205 -2.870 -1.279
C 0.924 -3.853 -1.588
C 1.001 -4.954 -0.538
C 1.140 -4.330 0.845
H 2.063 -3.749 0.898
C -0.055 -3.424 1.123
H -0.012 -3.061 2.150
H -0.962 -4.021 1.012
H 1.191 -5.113 1.606
H 1.849 -5.609 -0.747
H 0.093 -5.562 -0.572
H 1.882 -3.333 -1.612
H 0.755 -4.290 -2.576
H -0.237 -2.085 -2.037
H -1.158 -3.403 -1.334
H 1.711 -1.181 -1.729
H 3.535 0.311 -1.346
H 4.293 3.553 2.221
H 4.497 4.568 0.797
*
```

These are the Löwdin partial charges, in e, on atoms 1 to 5:
1. C -0.073
2. H 0.076
3. C -0.153
4. H 0.124
5. H 0.125

[2]
An isolated ion of composition C9H9NO2PS and charge +1 in a non-equilibrium geometry, computed with ωB97M-V with the def2-TZVPD basis set.

Calculated values
- F_max (Eh/bohr) = 0.108
- SMILES string = OP(O)(=S)c1c[nH+]cc2ccccc12
- energy relative to the best compared isomer or geometry (same formula, charge and spin) (kcal per mole) = 162.4
- E_LUMO (eV) = -5.72
- HOMO energy (eV) = -11.9296

ORCA input file:
```
! wB97M-V def2-TZVPD RIJCOSX def2/J DEFGRID3
* xyz 1 1
O -3.285 -2.467 -0.936
P -2.191 -1.210 -1.522
O -1.478 -1.588 -3.065
S -3.312 0.423 -1.638
C -0.938 -0.875 -0.115
C -1.045 -1.807 1.250
N -0.095 -1.605 2.411
C 0.987 -0.540 2.466
C 1.210 0.455 1.182
C 2.394 1.589 1.300
C 2.629 2.580 -0.016
C 1.697 2.364 -1.362
C 0.482 1.226 -1.469
C 0.245 0.275 -0.155
H -3.880 -1.978 -0.285
H -1.197 -0.751 -3.544
H -1.871 -2.647 1.297
H -0.198 -2.245 3.234
H 1.675 -0.425 3.411
H 3.018 1.671 2.295
H 3.444 3.421 0.010
H 1.883 3.042 -2.309
H -0.177 1.092 -2.441
*
```

These are the Löwdin partial charges, in e, on atoms 1 to 5:
1. O -0.283
2. P 0.391
3. O -0.252
4. S 0.270
5. C -0.181

[3]
A 2-piece molecular cluster, C5H11NO overall, computed with ωB97M-V with the def2-TZVPD basis set.

Calculated values
- F_max (Eh/bohr) = 0.017
- SMILES string = C=NC(=C)CC.O
- energy relative to the best compared isomer or geometry (same formula, charge and spin) (kcal per mole) = 53.0
- E_LUMO (eV) = 0.65
- HOMO energy (eV) = -9.0386

ORCA input file:
```
! wB97M-V def2-TZVPD RIJCOSX def2/J DEFGRID3
* xyz 0 1
C 0.841 -1.475 -0.746
C 0.856 0.028 -1.089
C -0.033 0.936 -0.250
C 0.402 2.088 0.251
C -2.019 -0.188 -0.572
N -1.261 0.423 0.229
H 1.877 -1.800 -0.729
H 0.273 -2.040 -1.482
H 0.380 -1.660 0.222
H 1.863 0.370 -0.861
H 0.810 0.237 -2.159
H 1.285 2.545 -0.160
H -0.207 2.490 1.052
H -2.861 -0.763 -0.202
H -1.790 -0.270 -1.636
H -0.671 0.150 2.338
H 0.341 -0.934 2.736
O -0.086 -0.138 3.058
*
```

These are the Löwdin partial charges, in e, on atoms 1 to 5:
1. C -0.091
2. C -0.209
3. C -0.392
4. C 0.069
5. C -0.020